(1)
{"formula": "C21H74AgF3O19", "method": "wB97M-V/def2-TZVPD", "homo_ev": [-11.57, -11.57], "orbital_gap_ev": [9.28, 5.33], "s_squared": 0.755, "total_charge": 1, "total_energy_ha": -2720.07747, "max_force_ev_per_a": 1.79, "multiplicity": 2, "species": ["Ag", "C", "O", "O", "C", "F", "F", "F", "C", "C", "H", "H", "H", "H", "H", "H", "C", "O", "H", "H", "H", "H", "C", "O", "H", "H", "H", "H", "C", "O", "H", "H", "H", "H", "C", "O", "H", "H", "H", "H", "C", "O", "H", "H", "H", "H", "C", "O", "H", "H", "H", "H", "C", "O", "H", "H", "H", "H", "C", "O", "H", "H", "H", "H", "C", "O", "H", "H", "H", "H", "C", "O", "H", "H", "H", "H", "C", "O", "H", "H", "H", "H", "C", "O", "H", "H", "H", "H", "C", "O", "H", "H", "H", "H", "C", "O", "H", "H", "H", "H", "C", "O", "H", "H", "H", "H", "C", "O", "H", "H", "H", "H", "C", "O", "H", "H", "H", "H"], "coordinates": [[-1.9374, -0.0520, -4.3313], [0.1573, -0.5123, -1.3177], [0.2404, 0.4828, -0.3435], [-0.5636, 0.0159, -2.3386], [1.5520, -1.0336, -1.7342], [1.4293, -1.8302, -2.7851], [2.3456, -0.0134, -2.0238], [2.0999, -1.7425, -0.7491], [0.5305, 0.0982, 0.9923], [0.5062, 1.3370, 1.8548], [-0.4013, 1.9181, 1.6460], [0.6367, 1.2217, 2.9253], [1.2635, 2.0392, 1.4899], [1.5233, -0.3528, 1.0812], [-0.2144, -0.6358, 1.3293], [-0.4027, -1.3641, -0.8923], [3.4588, 1.9947, 0.0621], [3.7664, 3.3538, 0.2943], [2.5652, 1.8957, -0.5604], [4.3150, 1.5132, -0.4074], [3.2653, 1.4896, 1.0166], [2.9539, 3.8710, 0.4076], [0.6341, -1.9171, 4.1497], [0.1726, -3.0469, 3.4040], [1.6106, -2.0832, 4.6074], [0.7515, -1.0662, 3.4829], [-0.0609, -1.6393, 4.9439], [-0.1723, -3.6733, 4.0505], [-2.1441, 4.9198, 1.2453], [-2.3034, 4.5830, -0.1184], [-2.8877, 4.3962, 1.8531], [-1.1443, 4.6611, 1.6197], [-2.2382, 5.9961, 1.3703], [-2.4005, 3.6238, -0.1901], [-4.1623, -3.2113, -0.2560], [-2.8558, -2.7041, -0.5119], [-4.7021, -2.5046, 0.3729], [-4.7096, -3.3564, -1.1900], [-4.1213, -4.2258, 0.1480], [-2.5033, -2.3486, 0.3265], [-0.4170, -4.9511, -1.9575], [0.8602, -4.7164, -2.5507], [-1.0924, -4.1409, -2.2286], [-0.7841, -5.8964, -2.3653], [-0.3268, -5.0569, -0.8747], [1.5658, -4.9742, -1.9325], [3.7961, -3.9553, -3.8499], [4.7630, -3.9790, -4.8960], [2.9525, -3.3490, -4.2005], [3.3739, -4.9566, -3.8055], [4.0755, -3.5779, -2.8652], [5.1441, -3.0997, -4.9765], [0.6444, 3.9431, -2.2262], [0.9200, 2.7135, -2.8960], [-0.2807, 4.4221, -2.5484], [0.6596, 3.8146, -1.1414], [1.4689, 4.6323, -2.4196], [0.6139, 1.9942, -2.3332], [2.5200, 5.6699, 2.0859], [1.6724, 4.6521, 1.5727], [3.2723, 5.1850, 2.7160], [3.0816, 6.1713, 1.2987], [1.9730, 6.4488, 2.6187], [1.0639, 4.3430, 2.2465], [2.9433, 2.4561, 4.3252], [2.9582, 3.3861, 5.4060], [3.1176, 2.8449, 3.3185], [3.7635, 1.7545, 4.5319], [2.0209, 1.8868, 4.4127], [3.7430, 3.9355, 5.3098], [2.5093, -5.2061, 0.3526], [2.8321, -5.7988, -0.9037], [3.3633, -4.9118, 0.9669], [1.9255, -4.2988, 0.1920], [1.8908, -5.8819, 0.9504], [3.5190, -6.4423, -0.6991], [-3.4880, 0.7913, 0.1985], [-2.5885, 1.7440, -0.3768], [-3.6483, -0.0612, -0.4693], [-3.0567, 0.3998, 1.1262], [-4.4582, 1.2336, 0.4117], [-1.7425, 1.2768, -0.4774], [3.7749, -1.7764, 2.3379], [3.4758, -0.4344, 2.6569], [3.9037, -2.3862, 3.2404], [2.9331, -2.2415, 1.8187], [4.6512, -1.9072, 1.6970], [4.2365, -0.0725, 3.1221], [-2.9428, -2.4424, 3.1963], [-2.1129, -2.1144, 2.1064], [-2.6868, -1.9260, 4.1277], [-3.9942, -2.1670, 3.0891], [-2.9582, -3.5207, 3.3871], [-1.1866, -2.2720, 2.3993], [-2.4078, 1.1145, 4.1083], [-3.4991, 0.7112, 4.9174], [-1.8420, 1.9366, 4.5574], [-1.6892, 0.3024, 3.9570], [-2.7460, 1.4079, 3.1104], [-4.2985, 1.0289, 4.4932], [-0.7618, 2.8675, -5.8450], [-0.5840, 1.7632, -4.9509], [-1.2458, 3.6800, -5.2935], [0.2314, 3.2018, -6.1540], [-1.3596, 2.6257, -6.7182], [-0.0318, 2.1124, -4.1968], [-3.5500, 2.9760, -3.4060], [-2.9015, 1.7129, -3.2100], [-3.7385, 3.0943, -4.4689], [-4.4956, 3.0043, -2.8630], [-2.8941, 3.7669, -3.0375], [-2.7022, 1.6019, -2.2620], [-3.3497, -2.8801, -3.9505], [-2.8215, -1.8107, -3.1729], [-3.2352, -2.6064, -4.9990], [-2.9065, -3.8490, -3.7190], [-4.4338, -2.9856, -3.8184], [-2.8091, -2.0584, -2.2278]], "forces_ev_per_a": [[0.132, 0.091, -0.403], [-0.851, 0.897, 0.596], [0.084, 0.510, -0.186], [0.912, -0.773, 0.401], [-0.246, -0.305, -0.698], [0.004, 0.184, -0.128], [0.179, 0.061, -0.144], [0.092, -0.014, 0.335], [0.416, -0.493, 1.230], [-0.330, 1.401, -1.065], [-0.322, -0.349, 0.341], [-0.042, -0.444, -0.075], [0.249, -0.335, 0.240], [-0.091, -0.015, -0.205], [-0.020, 0.051, -0.124], [-0.155, -0.435, -0.381], [-0.336, 0.238, 0.487], [0.307, 0.361, -0.262], [0.177, -0.106, -0.138], [-0.053, 0.070, -0.139], [0.070, -0.174, -0.131], [0.123, -0.469, 0.136], [0.280, 0.310, 0.323], [-0.001, 0.286, 0.191], [0.010, -0.217, -0.059], [-0.069, -0.085, -0.167], [-0.117, -0.021, -0.043], [0.040, -0.140, -0.204], [0.183, -0.319, 0.074], [0.094, 0.154, -0.174], [-0.016, 0.206, 0.163], [-0.028, -0.098, -0.062], [-0.232, -0.009, -0.122], [-0.016, 0.084, 0.096], [-0.032, -0.319, -0.213], [0.109, 0.263, -0.471], [-0.230, -0.282, 0.135], [0.170, 0.458, -0.138], [0.074, 0.221, 0.518], [-0.132, -0.328, 0.088], [0.903, -0.575, -0.414], [-0.026, 0.476, 0.319], [-0.020, 0.047, 0.151], [-0.376, 0.043, 0.148], [-0.257, 0.165, 0.068], [-0.321, -0.213, -0.488], [-1.266, 0.117, -1.244], [0.443, 0.092, 0.672], [-0.035, 0.117, 0.261], [0.283, -0.099, 0.381], [0.590, -0.197, -0.051], [0.008, -0.050, -0.050], [0.597, 0.593, 0.455], [-0.236, -0.246, -0.085], [-0.116, -0.251, 0.034], [-0.333, -0.107, -0.034], [-0.046, -0.109, -0.277], [0.121, 0.091, 0.197], [0.531, -0.044, 0.579], [-0.325, 0.232, -0.739], [-0.061, 0.351, 0.258], [-0.310, -0.296, -0.375], [-0.046, -0.175, 0.145], [0.083, 0.116, 0.205], [0.916, -0.683, 0.991], [-0.259, 0.402, -0.659], [-0.352, 0.360, 0.075], [-0.124, -0.225, -0.320], [-0.061, 0.176, -0.206], [-0.049, 0.001, 0.109], [-0.565, 0.100, 0.455], [0.414, 0.276, 0.875], [0.262, -0.136, -0.283], [0.006, -0.044, -0.260], [0.018, -0.025, 0.006], [-0.053, -0.113, -0.497], [0.102, -0.594, 0.294], [0.018, -0.384, -0.236], [0.007, 0.099, -0.094], [-0.157, 0.026, -0.010], [0.167, 0.333, -0.099], [0.161, 0.322, 0.176], [-0.091, -0.958, 0.151], [-0.052, 0.045, -0.095], [0.187, 0.109, 0.003], [-0.111, 0.387, -0.066], [0.036, 0.246, 0.052], [-0.056, 0.104, -0.021], [-0.686, -0.472, 1.202], [0.355, 0.540, -0.198], [0.447, -0.016, -0.136], [0.166, 0.201, -0.839], [0.189, 0.010, -0.027], [-0.560, -0.316, -0.071], [0.274, 0.107, -0.308], [0.223, -0.144, -0.150], [-0.212, 0.088, 0.028], [-0.219, -0.206, 0.170], [0.091, 0.147, 0.061], [-0.109, 0.013, 0.177], [0.470, 0.408, 0.660], [0.240, -0.096, -0.029], [-0.051, 0.064, -0.233], [-0.165, 0.107, -0.238], [-0.001, -0.387, 0.100], [-0.392, -0.237, -0.635], [0.235, -0.204, 0.348], [-0.307, 0.063, 0.411], [0.045, 0.009, -0.012], [-0.018, 0.069, -0.048], [-0.151, 0.166, -0.117], [-0.320, 0.361, -0.208], [-0.870, -0.080, -0.263], [-0.011, -0.248, 0.030], [0.339, -0.267, 0.030], [0.313, 0.157, -0.124], [0.085, 0.125, 0.250], [0.065, 0.018, 0.088]], "mulliken_charge": [0.4121, -0.3435, 1.6266, 0.7432, -0.1502, -0.1849, -0.2343, -0.0385, 1.3125, 0.5765, -0.0948, -0.0414, -0.7467, -0.1471, -1.2541, -0.0654, -0.0100, -0.6504, -0.0175, 0.3747, -0.0597, 0.3225, -0.4402, -0.5831, 0.3179, 0.0125, 0.3442, 0.2918, -0.2117, -0.5419, 0.2246, -0.1219, 0.3313, 0.2982, -0.8001, -0.3076, 0.2748, 0.3282, 0.2530, 0.2359, -0.1360, -0.4536, -0.2891, 0.3907, 0.2230, 0.3078, -0.3450, -0.5572, 0.2184, 0.2229, 0.1766, 0.2913, -0.5610, -0.7342, 0.1826, 0.1311, 0.3869, 0.2165, -0.7758, -0.2927, 0.2290, 0.3019, 0.3605, 0.1335, -0.1387, -0.5678, -0.0015, 0.3203, 0.0654, 0.3105, -0.2721, -0.5677, 0.3642, -0.1891, 0.3382, 0.3223, -0.2880, -0.0567, 0.0380, -0.0967, 0.4840, -0.0663, -0.6737, -0.2769, 0.3991, 0.0023, 0.3906, 0.2142, -1.0638, 0.0338, 0.2912, 0.3013, 0.3531, -0.0663, 0.1056, -0.5551, 0.3467, -0.1445, -0.0993, 0.3394, -0.7391, -0.3864, 0.2684, 0.2500, 0.2794, 0.4274, -0.8694, -0.2514, 0.3156, 0.2992, 0.2394, 0.2748, -0.6518, -0.2170, 0.2663, 0.2248, 0.2996, 0.2102]}

=====

(2)
{"formula": "C2H7S3", "method": "wB97M-V/def2-TZVPD", "homo_ev": -2.28, "orbital_gap_ev": 5.41, "total_charge": -1, "total_energy_ha": -1274.99245, "max_force_ev_per_a": 1.11, "de_lowest_kcal_mol": 11.84, "multiplicity": 1, "species": ["C", "S", "H", "H", "H", "C", "S", "S", "H", "H", "H", "H"], "coordinates": [[2.1453, 0.3652, -0.1200], [3.1953, 1.6030, -0.9527], [2.7113, -0.5605, -0.0929], [1.8546, 0.6596, 0.8772], [1.3354, 0.1176, -0.8049], [-2.8722, -0.9131, -0.1085], [-1.2778, -0.0443, -0.0581], [-0.6089, -0.6659, 1.8253], [-2.7593, -1.8104, 0.4846], [-3.0915, -1.1702, -1.1437], [-3.6342, -0.2340, 0.2604], [3.0019, 2.6531, -0.1666]], "forces_ev_per_a": [[0.376, -0.404, -0.962], [0.335, -0.136, -0.232], [0.328, -0.003, 0.397], [-0.334, -0.023, -0.046], [-0.414, 0.423, 0.545], [0.331, 0.485, -0.473], [0.125, -0.324, 0.382], [0.026, 0.215, -0.173], [-0.183, -0.103, 0.169], [-0.110, -0.053, -0.134], [-0.288, -0.242, 0.268], [-0.190, 0.165, 0.260]], "mulliken_charge": [-0.5475, -0.2745, 0.2784, 0.2677, 0.1231, -0.8190, -0.1533, -0.7126, 0.2624, 0.2515, 0.2386, 0.0852]}

=====

(3)
{"formula": "C4H7N3S", "method": "wB97M-V/def2-TZVPD", "homo_ev": -9.47, "orbital_gap_ev": 10.32, "smiles": "C[C@H](S)n1nccn1", "total_charge": 0, "total_energy_ha": -719.03014, "max_force_ev_per_a": 3.07, "de_lowest_kcal_mol": 45.46, "multiplicity": 1, "species": ["C", "C", "S", "N", "N", "C", "C", "N", "H", "H", "H", "H", "H", "H", "H"], "coordinates": [[-1.7613, 1.1696, 0.2464], [-1.1022, 0.0460, -0.4238], [-1.9860, -1.4998, 0.1956], [0.3709, -0.0273, -0.1574], [1.2702, -0.0640, -1.1290], [2.4224, -0.2210, -0.4706], [2.1855, -0.3052, 0.8673], [0.8803, -0.1668, 1.0427], [-2.7382, 1.1693, -0.2891], [-1.2313, 2.0737, 0.1741], [-1.8093, 0.9642, 1.3029], [-1.1770, 0.0451, -1.5001], [-1.5832, -2.4211, -0.6527], [3.4147, -0.2528, -0.9268], [2.8446, -0.5098, 1.7204]], "forces_ev_per_a": [[-1.557, -0.571, -0.221], [1.903, -2.408, -0.081], [0.020, 1.153, 0.419], [-0.064, -0.172, -0.026], [0.179, 0.075, -0.151], [1.150, -0.002, -1.602], [-0.363, -0.134, 1.591], [-1.039, -0.081, 0.953], [0.320, 0.687, 1.046], [0.617, 1.272, -0.608], [-0.569, -0.102, 0.430], [0.063, 0.202, -0.220], [0.438, -0.210, -0.648], [-0.725, -0.027, -0.278], [-0.374, 0.318, -0.604]], "mulliken_charge": [-1.2984, -0.0944, -0.2040, 1.2758, -0.9133, -0.2765, -0.1653, -0.7666, 0.3609, 0.3665, 0.3826, 0.4581, 0.1375, 0.3694, 0.3679]}

=====

> multiplicity of number 3 (C4H7N3S)?

1

=====

> Look up the multiplicity of the first one.

2

=====

> What is the formula in the third record?

C4H7N3S